Entry 1:
Formula: C2H4N4
Source: the Open Molecules 2025 dataset
Level of theory: the ωB97M-V functional and the def2-TZVPD basis

Computed properties:
frontier orbital gap	8.5	eV
E_HOMO	-8.5	eV
ΔE to the lowest compared entry with this formula, charge and spin	5.170	eV
E_LUMO	0.02	eV

Each line ends with the natural charge from an NBO analysis.
Positions of all 10 atoms, in Å:
N 2.089 0.284 0.368  -0.2722
C 0.854 0.903 0.510  -0.2495
N 0.645 -1.100 -0.435  -0.3824
H -1.991 0.051 0.734  0.4099
H -0.723 1.433 0.584  0.4281
N 1.959 -0.883 -0.185  -0.0572
H -1.829 0.754 -0.784  0.4098
N -1.354 0.521 0.089  -0.7685
C -0.015 -0.002 -0.009  0.0678
H 0.365 -1.961 -0.873  0.4142

=====

Entry 2:
Formula: C4H3O3S
Source: the Open Molecules 2025 dataset
Level of theory: the ωB97M-V functional and the def2-TZVPD basis

Computed properties:
frontier orbital gap	6.6	eV
SMILES string	O=C=C(S)/C([O-])=C/O
E_HOMO	-3.1	eV
ΔE to the lowest compared entry with this formula, charge and spin	2.512	eV
E_LUMO	3.53	eV
charge	-1

Each line ends with the natural charge from an NBO analysis.
Positions of all 11 atoms, in Å:
O 1.702 1.023 -0.891  -0.7359
O -0.206 -2.053 0.026  -0.6159
C -1.369 0.067 -0.309  -0.5353
C -0.464 -0.896 0.072  0.5521
O -1.200 2.526 -0.290  -0.6705
H 1.280 1.016 -1.764  0.4634
H 1.160 0.855 1.036  0.1650
S -3.138 0.210 -0.252  -0.1732
H -2.889 1.608 -0.140  0.1813
C -0.773 1.366 -0.221  0.4493
C 0.680 0.858 0.100  -0.0803

=====

Entry 3:
Formula: ClH2O2PS
Source: the Open Molecules 2025 dataset
Level of theory: the ωB97M-V functional and the def2-TZVPD basis

Computed properties:
frontier orbital gap	8.0	eV
E_HOMO	-8.8	eV
ΔE to the lowest compared entry with this formula, charge and spin	2.382	eV
E_LUMO	-0.82	eV

Each line ends with the natural charge from an NBO analysis.
Positions of all 7 atoms, in Å:
Cl -2.232 -1.256 -0.440  -0.1883
H 0.808 -0.806 -1.138  0.5129
S -1.923 0.461 0.611  -0.2891
H 0.655 0.223 1.656  0.5048
O 1.271 0.175 0.988  -0.9940
O 0.784 0.101 -1.472  -0.9725
P 0.637 1.102 -0.205  1.4263

=====

Entry 4:
Formula: C13H10I2N3O2PtS
Source: the Open Molecules 2025 dataset
Level of theory: the ωB97M-V functional and the def2-TZVPD basis

Computed properties:
frontier orbital gap (spin up / spin down)	5.3 / 5.3	eV
E_HOMO (spin up / spin down)	-3.2 / -3.2	eV
ΔE to the lowest compared entry with this formula, charge and spin	2.310	eV
E_LUMO (spin up / spin down)	2.14 / 2.14	eV
charge	-1

Each line ends with the natural charge from an NBO analysis.
Positions of all 32 atoms, in Å:
I -0.664 7.136 -0.703  0.0525
C -1.963 -1.946 2.136  0.1593
H 0.087 -2.434 -0.884  0.1906
C -1.652 2.296 -0.282  0.4166
H 1.827 -0.297 -2.211  0.2230
O -1.943 1.058 -0.209  -0.7443
H -0.426 -1.112 -1.961  0.1958
C -2.322 4.604 -0.716  -0.2383
C 2.722 -1.214 -0.542  0.6815
N 3.978 -1.588 -0.898  -0.8344
C -0.327 2.788 -0.027  0.0413
C 1.712 -1.242 -1.670  -0.5415
C 0.279 -1.400 -1.177  -0.5377
Pt -0.152 -0.139 0.525  0.8413
H 1.981 -2.053 -2.359  0.1935
H 4.707 -1.561 -0.206  0.3938
N 0.598 1.852 0.322  -0.4506
O 2.483 -0.861 0.595  -0.6154
C -2.609 3.260 -0.637  -0.2701
H 2.558 1.468 0.817  0.2308
H 3.238 3.854 0.820  0.2148
H 1.585 5.598 0.272  0.2229
S -3.268 -2.482 2.860  -0.2607
N -0.930 -1.640 1.658  -0.6365
C -0.011 4.175 -0.099  -0.0380
C 1.304 4.556 0.241  -0.1645
H -3.100 5.306 -0.972  0.2296
I -4.548 2.536 -1.072  0.1095
H 4.215 -1.834 -1.840  0.3824
C 2.229 3.578 0.548  -0.2650
C 1.851 2.247 0.564  0.0367
C -1.042 5.050 -0.462  -0.2190

=====

> ΔE to the lowest compared entry with this formula, charge and spin of number 2 (C4H3O3S)?

2.512 eV